Density functional theory data (the ωB97M-V functional and the def2-TZVPD basis) for 2 unconnected molecules or ions with the total composition C15H18O2.

Geometry as XYZ:
```
35
C15H18O2 (the ωB97M-V functional and the def2-TZVPD basis)
C 1.819 -0.543 -0.672
C 1.994 0.868 -1.192
C 0.857 -1.246 -1.466
C 1.030 -1.628 -2.747
C -0.449 -1.505 -0.818
C -0.020 -2.152 -3.526
C -1.466 -2.131 -1.565
C -1.245 -2.484 -2.904
O -2.229 -3.052 -3.569
H 2.836 -1.171 -0.488
H 1.401 -0.613 0.410
H 1.391 1.032 -2.076
H 2.065 -1.433 -3.153
H -0.549 -0.980 0.160
H 0.226 -2.358 -4.608
H -2.562 -2.114 -1.166
H -2.396 -3.061 -4.587
H 3.130 1.030 -1.424
H 1.730 1.822 -0.630
C 0.458 -0.052 3.991
C 0.511 1.827 2.538
C -0.142 0.688 2.828
C 0.090 2.819 1.670
C -1.163 2.444 1.056
C -1.415 0.470 2.328
C -1.795 1.241 1.291
O -1.776 3.027 -0.099
H 1.562 1.750 3.020
H 0.693 3.683 1.343
H -0.132 -0.798 4.441
H 0.651 0.671 4.874
H -1.975 -0.451 2.566
H -1.560 3.901 -0.441
H -2.883 1.174 0.927
H 1.315 -0.673 3.691
```

SMILES: CCc1ccc(O)cc1.Cc1ccc(O)cc1

***

Density functional theory data (the ωB97M-V functional and the def2-TZVPD basis) for 2 unconnected molecules or ions with the total composition C15H18O2.

Geometry as XYZ:
```
35
C15H18O2 (the ωB97M-V functional and the def2-TZVPD basis)
C 1.756 -2.490 -1.339
C -0.084 0.709 -2.035
C -1.406 0.184 -2.302
C 0.955 -0.165 -1.784
C 0.692 -1.531 -1.853
C -1.575 -1.130 -2.694
C -0.522 -2.011 -2.448
O -2.496 1.059 -2.481
H -0.051 1.840 -2.012
H 1.892 0.273 -1.354
H -2.442 -1.727 -3.341
H -2.203 2.023 -2.637
H 1.909 -3.509 -1.818
H 1.429 -2.711 -0.263
H -0.680 -3.210 -2.812
H 2.798 -2.197 -1.336
C 1.473 2.056 1.533
C 2.813 1.336 1.357
C 0.182 1.191 1.657
C -0.939 1.723 2.273
C 0.228 -0.195 1.166
C -2.072 0.887 2.394
C -0.932 -0.966 1.297
C -2.127 -0.369 1.774
O -3.200 -1.232 2.120
H 1.486 2.538 2.490
H 1.114 2.804 0.791
H 3.404 1.964 2.024
H -1.051 2.820 2.590
H 1.133 -0.420 0.722
H -2.792 1.408 2.982
H -0.889 -2.142 1.148
H -3.896 -0.412 2.388
H 3.477 1.374 0.409
H 2.617 0.227 1.395
```

SMILES: CCc1ccc(O)cc1.Cc1ccc(O)cc1

***

Density functional theory data (the ωB97M-V functional and the def2-TZVPD basis) for a single C15H18O4 molecule.

Geometry as XYZ:
```
37
C15H18O4 (the ωB97M-V functional and the def2-TZVPD basis)
C -3.851 -0.962 -1.904
C -4.013 -0.219 -0.584
H -3.743 0.832 -0.716
H -5.044 -0.284 -0.228
O -3.256 -0.827 0.458
C -1.898 -0.849 0.357
C -1.274 -2.053 0.708
C 0.087 -2.200 0.659
C 0.907 -1.143 0.244
C 0.291 0.075 -0.073
C -1.103 0.242 -0.006
O -1.626 1.476 -0.322
C -2.007 2.267 0.799
C -0.821 2.704 1.649
H -1.155 3.417 2.398
H -0.374 1.850 2.154
H -0.068 3.172 1.020
H -2.733 1.720 1.418
H -2.498 3.137 0.356
O 1.006 1.159 -0.438
C 2.365 1.142 -0.518
O 2.920 2.171 -0.822
C 3.047 -0.119 -0.228
C 2.345 -1.221 0.140
C 3.010 -2.527 0.447
H 2.599 -3.312 -0.185
H 4.080 -2.473 0.280
H 2.834 -2.800 1.486
C 4.539 -0.074 -0.364
H 5.025 -0.324 0.578
H 4.882 -0.770 -1.128
H 4.831 0.932 -0.652
H 0.527 -3.145 0.933
H -1.909 -2.870 1.014
H -2.826 -0.879 -2.258
H -4.094 -2.015 -1.778
H -4.514 -0.532 -2.649
```

SMILES: CCOc1ccc2c(C)c(C)c(=O)oc2c1OCC

***

Density functional theory data (the ωB97M-V functional and the def2-TZVPD basis) for 2 unconnected molecules or ions with the total composition C15H19BBrF2N3O7P2S.

Geometry as XYZ:
```
51
C15H19BBrF2N3O7P2S (the ωB97M-V functional and the def2-TZVPD basis)
C 1.924 -1.516 1.348
C 1.985 -3.065 1.764
O 0.756 -3.787 1.511
C 0.604 -4.038 0.076
C -0.615 -3.054 -0.375
O -0.686 -2.868 -1.809
C -1.915 -2.191 -2.197
C -1.704 -0.644 -1.723
N -2.347 -0.294 -0.472
P -3.375 -1.219 0.644
S -5.141 -0.347 0.614
C -1.944 1.130 -0.282
C -2.340 2.049 0.996
C -1.250 2.183 2.050
C -1.494 3.079 3.294
C -2.909 3.711 3.246
C -3.844 3.383 2.080
N -3.661 2.583 0.912
C -1.067 1.544 -1.477
N -0.933 0.385 -2.372
P 0.010 0.274 -3.884
O 1.450 -0.564 -3.411
Br 0.691 2.367 -4.483
H 2.962 -1.005 1.432
H 1.597 -1.352 0.246
H 1.218 -0.880 1.995
H 2.900 -3.521 1.214
H 2.158 -3.098 2.911
H 0.344 -5.139 -0.138
H 1.569 -3.807 -0.513
H -1.604 -3.470 0.068
H -0.418 -2.071 0.214
H -2.012 -2.260 -3.350
H -2.864 -2.664 -1.770
H -3.608 -2.573 0.244
H -2.837 -1.256 1.994
H -0.253 1.631 1.931
H -0.766 3.288 4.145
H -3.251 4.416 4.081
H -4.896 3.867 2.142
H -0.539 2.524 -1.722
H 1.418 -0.573 -2.421
B 5.154 1.872 -1.407
O 4.453 3.168 -1.397
C 3.273 2.977 -0.818
O 2.445 3.845 -0.649
C 3.140 1.573 -0.426
O 2.183 1.072 0.125
O 4.238 0.909 -0.766
F 6.374 1.963 -0.661
F 5.428 1.468 -2.754
```

***

Going through the records in order, we get energy values of -732.7318 -732.6975 -883.3370 -5153.3715 Eh.
Going through the records in order, we get LUMO energy values of 0.75 0.72 0.31 -2.00 eV.
Going through the records in order, we get gap between HOMO and LUMO values of 8.734 8.924 8.618 7.565 eV.